# 1
Computed, not measured: a 3-piece molecular cluster, C32H45F6N4O5SSi overall at a distorted geometry, with ωB97M-V/def2-TZVPD.

The calculation puts the total energy at -3127.4045 Ha. The total charge is +1. Its LUMO energy is -4.690 eV.

Cartesian coordinates (Å):
C 1.1663 -2.6580 0.6270
Si -0.4617 -1.6295 0.6833
C -1.2865 -1.8329 -1.0849
C -0.1710 0.2668 0.9831
C 1.4340 0.6870 1.0020
C 1.5243 2.2359 1.6168
C 2.0416 3.3209 0.4766
C 1.0591 3.4233 -0.8353
C -0.1657 4.5391 -0.6627
C 0.0234 5.7924 -1.7040
C -1.1667 5.9567 -2.8197
C -1.3946 4.6175 -3.7700
C -0.5779 4.4951 -5.1714
N -0.8125 3.3181 -6.0365
N -1.7099 2.3877 -5.6319
C -2.5639 2.2289 -4.4081
C -3.6187 0.9814 -4.1120
C -3.3611 -0.3499 -5.0294
S -1.8105 -1.3095 -4.5667
C -0.2878 -0.5320 -5.3406
N 0.2805 -0.6522 -6.7607
N 1.4717 0.0953 -6.8576
C 1.7671 0.7522 -5.5248
O 0.6617 0.3676 -4.6056
C -2.4515 3.4625 -3.2827
C -1.7892 -2.3574 1.9329
C -2.4081 -1.4941 3.1978
C -3.5528 -2.2567 4.1143
C -4.0984 -3.7843 3.8202
C -3.4116 -4.6060 2.5524
C -2.2672 -3.9178 1.6000
H 1.0235 -3.8207 0.6766
H 1.9801 -2.3141 1.4254
H 1.6692 -2.4345 -0.4307
H -0.5546 -2.4016 -1.8002
H -1.5993 -0.7648 -1.4556
H -2.2612 -2.5148 -0.9988
H -0.6237 0.8211 0.0279
H -0.7602 0.6979 1.9104
H 2.0189 -0.0979 1.6471
H 1.8119 0.7563 -0.1186
H 0.5125 2.5701 2.1353
H 2.3679 2.2221 2.4494
H 3.0946 2.9223 0.1048
H 2.2123 4.3483 1.0382
H 1.7342 3.7171 -1.7745
H 0.5185 2.4014 -1.1106
H -1.2295 4.0710 -0.8180
H -0.1027 4.9354 0.4602
H 1.1205 5.7827 -2.1748
H -0.0044 6.7827 -1.0374
H -0.8959 6.8414 -3.5382
H -2.1728 6.1137 -2.2292
H 0.1890 5.3385 -5.5186
H -1.8432 1.5903 -6.3302
H -3.4437 0.6568 -2.9764
H -4.7406 1.3657 -4.1482
H -3.4029 -0.0719 -6.1854
H -4.2855 -1.0815 -4.8453
H 2.7132 1.4286 -5.3071
H -3.0847 3.4818 -2.2974
H -2.0510 -0.3823 3.4256
H -4.0207 -1.6649 5.0322
H -4.9277 -4.3232 4.4516
H -3.7626 -5.6910 2.2879
H -1.7717 -4.4945 0.6805
C 7.6476 5.5225 3.2384
C 7.0283 6.3923 2.1604
O 6.9513 5.6802 0.9162
C 5.9050 4.8022 0.7882
O 5.0675 4.6041 1.6645
C 5.9144 4.1510 -0.5932
F 7.1526 3.7131 -0.9621
F 5.5110 5.0143 -1.5694
F 5.0903 3.0688 -0.6788
H 8.6229 5.1422 2.9135
H 7.7789 6.0888 4.1652
H 7.0231 4.6503 3.4531
H 7.6632 7.2677 1.9868
H 6.0406 6.7651 2.4574
C -1.2384 -10.4078 3.8353
C -2.6999 -10.7336 4.0804
O -3.2804 -9.7977 5.0014
C -3.6539 -8.5871 4.4753
O -3.5107 -8.2814 3.2942
C -4.2970 -7.7095 5.5468
F -3.5907 -7.6979 6.7139
F -5.5538 -8.1315 5.8684
F -4.4195 -6.4063 5.1668
H -0.6902 -10.3595 4.7832
H -0.7747 -11.1648 3.1959
H -1.1239 -9.4325 3.3531
H -2.7820 -11.7243 4.5400
H -3.2713 -10.7645 3.1449

Cartesian forces (eV/Å) of the 2 atoms listed first:
C 1.86 -0.16 -0.49
Si -0.99 -0.45 -0.03

Charges computed using Löwdin, reported in e: -0.232 0.539 -0.247 -0.280 -0.230 -0.198 -0.211 -0.197 -0.194 -0.208 -0.168 -0.048 0.040 0.063 0.005 -0.014 -0.181 -0.475 0.876 -0.457 -0.006 -0.019 -0.013 -0.155 0.110 -0.224 -0.069 -0.071 -0.054 -0.053 -0.076 0.051 0.048 0.056 0.035 0.007 0.051 0.065 0.069 0.095 0.113 0.110 0.115 0.096 0.119 0.107 0.093 0.086 0.124 0.122 0.128 0.125 0.132 0.152 0.160 0.133 0.146 0.107 0.120 0.155 0.129 0.077 0.083 0.078 0.073 0.094 -0.062 -0.209 0.013 -0.320 0.133 -0.467 0.148 0.140 0.119 0.087 0.086 0.076 0.129 0.127 -0.065 -0.210 0.014 -0.318 0.129 -0.463 0.146 0.147 0.114 0.086 0.084 0.075 0.128 0.127

---

# 2
Computed, not measured: the molecule C23H27N7O2 at a distorted geometry, with ωB97M-V/def2-TZVPD.

The calculation puts the total energy at -1426.4636 Ha. Its LUMO energy is 0.745 eV. The SMILES is Cc1cccc(Nc2nc(N)nc(CN3CCN(Cc4ccc5c(c4)OCO5)CC3)n2)c1.

Cartesian coordinates (Å):
C 1.9048 0.9099 -5.9769
C 1.6936 -0.1727 -4.9617
C 1.8499 0.0812 -3.6102
C 1.6311 -0.9139 -2.6598
C 1.2779 -2.1920 -3.0777
C 1.1186 -2.4459 -4.4277
C 1.3183 -1.4497 -5.3648
H 1.1896 -1.6606 -6.4164
H 0.8416 -3.4388 -4.7514
H 1.1365 -2.9690 -2.3460
N 1.8146 -0.5855 -1.3206
C 1.3658 -1.2005 -0.2055
N 1.7459 -0.6107 0.9389
C 1.3329 -1.2000 2.0473
N 0.5531 -2.2707 2.0894
C 0.2026 -2.7658 0.9001
N 0.6015 -2.2852 -0.2771
N -0.5815 -3.8598 0.8943
H -1.0064 -4.1413 0.0291
H -1.0031 -4.1297 1.7650
C 1.6935 -0.5631 3.3617
N 0.7830 0.5109 3.7299
C -0.5974 0.0632 3.8067
C -1.4677 1.1989 4.3534
N -1.3732 2.4281 3.5977
C 0.0138 2.7987 3.4236
C 0.8955 1.6739 2.8663
H 1.9389 1.9989 2.8681
H 0.6102 1.4452 1.8280
H 0.0724 3.6746 2.7757
H 0.3960 3.0706 4.4140
C -2.2492 2.5894 2.4530
C -1.9263 1.8340 1.1787
C -1.1355 2.4247 0.2037
C -0.8252 1.7843 -0.9936
C -1.3396 0.5256 -1.1795
C -2.1235 -0.0868 -0.2011
C -2.4396 0.5477 0.9742
H -3.0755 0.0735 1.7047
O -2.5081 -1.3273 -0.6421
C -1.9491 -1.4675 -1.9330
O -1.2380 -0.2974 -2.2666
H -2.7562 -1.6269 -2.6664
H -1.2573 -2.3231 -1.9456
H -0.2247 2.2574 -1.7523
H -0.7527 3.4206 0.3701
H -3.2532 2.3109 2.7860
H -2.2573 3.6608 2.2227
H -2.5115 0.8820 4.3970
H -1.1309 1.4275 5.3710
H -0.6408 -0.7928 4.4843
H -0.9782 -0.2584 2.8251
H 2.7006 -0.1469 3.3003
H 1.6484 -1.3252 4.1430
H 2.2779 0.2924 -1.1264
H 2.1422 1.0694 -3.2812
H 2.4400 1.7523 -5.5459
H 0.9429 1.2674 -6.3447
H 2.4680 0.5334 -6.8286

Cartesian forces (eV/Å) of the 2 atoms listed first:
C -0.06 0.00 0.01
C 0.04 -0.07 0.04

Charges computed using natural (NBO), reported in e: -0.629 0.016 -0.279 0.263 -0.286 -0.187 -0.239 0.207 0.211 0.243 -0.587 0.612 -0.577 0.473 -0.582 0.606 -0.611 -0.774 0.400 0.406 -0.257 -0.428 -0.251 -0.220 -0.442 -0.223 -0.252 0.201 0.191 0.196 0.197 -0.226 -0.036 -0.225 -0.254 0.222 0.300 -0.292 0.225 -0.499 0.234 -0.483 0.155 0.174 0.225 0.212 0.201 0.200 0.195 0.196 0.206 0.176 0.214 0.214 0.414 0.200 0.213 0.222 0.219

---

# 3
Computed, not measured: the molecule C3N3O2P at a distorted geometry, with ωB97M-V/def2-TZVPD.

The calculation puts the total energy at -770.3440 Ha. The energy above the lowest of the compared OMol25 structures with the same formula, charge and spin is 14.3 kcal/mol. Its LUMO energy is -1.613 eV. The SMILES is N#COP(=O)(C#N)C#N.

Cartesian coordinates (Å):
C -2.3754 0.0694 -0.3502
C 1.1820 -1.3166 -0.3546
C 1.4410 1.2998 0.0127
N -3.5135 0.0443 -0.0673
N 2.1291 -1.9232 -0.5354
N 2.3670 1.8893 -0.3194
O -0.2722 -0.1552 1.9446
O -1.1220 0.0183 -0.5142
P 0.1498 -0.1433 0.5925

Cartesian forces (eV/Å) of the 2 atoms listed first:
C -3.88 -0.22 2.01
C -2.01 1.08 2.02

Charges computed using natural (NBO), reported in e: 0.539 -0.143 -0.080 -0.343 -0.139 -0.243 -0.941 -0.738 2.087